1.
DFT (wB97M-V/def2-TZVPD) results for H5N4OP in the gas phase in a non-equilibrium geometry.

The relative energy (zero: lowest compared OMol25 entry of this formula, charge and spin) is 62.5 kcal per mole. The spin multiplicity is 1. As for the net charge: 0. The LUMO energy (alpha / beta) is -0.87 / -0.87 eV.

Cartesian coordinates (Å):
H1 2.660 -1.411 -1.082
N1 2.149 -1.101 -0.263
N2 1.007 -0.935 -0.760
P1 -0.346 -0.414 -0.075
N3 -0.156 0.524 1.292
N4 -0.863 0.784 -1.104
O1 -1.413 -2.110 -0.071
H2 -0.138 -0.107 2.213
H3 -1.044 0.976 1.369
H4 -1.856 0.871 -1.058
H5 -0.309 0.777 -1.901

Forces on the atoms, in the same order (eV/Å):
0.96 -0.41 -0.07
-2.04 0.39 -0.43
3.38 -0.42 -0.98
-5.97 -5.08 1.16
0.36 -2.92 3.13
0.24 -0.97 2.53
3.77 6.33 0.28
0.23 1.59 -2.55
-0.61 0.96 0.20
-0.44 0.21 -1.03
0.14 0.33 -2.24



2.
DFT (wB97M-V/def2-TZVPD) results for C3H3O2P in the gas phase in a non-equilibrium geometry.

The relative energy (zero: lowest compared OMol25 entry of this formula, charge and spin) is 96.0 kcal per mole. The spin multiplicity is 1. As for the net charge: 0. The LUMO energy (alpha / beta) is -2.49 / -2.49 eV.

Cartesian coordinates (Å):
C1 -2.179 -1.803 0.895
C2 -2.049 -2.967 0.558
C3 -0.069 0.022 0.208
O1 -2.237 -0.162 3.271
O2 -0.546 0.408 1.485
P1 -1.949 -0.396 1.866
H1 -0.371 -0.895 -0.159
H2 0.939 0.272 0.160
H3 -0.369 0.818 -0.505

Forces on the atoms, in the same order (eV/Å):
-0.67 6.16 2.55
0.33 -3.27 -1.00
-0.13 3.95 -1.58
-1.07 0.28 -0.48
-3.28 -1.80 0.42
3.55 -2.16 -0.25
-0.24 -1.98 -0.32
2.22 -0.66 0.57
-0.71 -0.52 0.09



3.
DFT (wB97M-V/def2-TZVPD) results for a 2-piece molecular cluster, C2H2N5 overall in a non-equilibrium geometry.

The relative energy (zero: lowest compared OMol25 entry of this formula, charge and spin) is 71.9 kcal per mole. The spin multiplicity is 1. As for the net charge: -1. The LUMO energy is 3.98 eV.

Cartesian coordinates (Å):
C1 0.645 0.327 -0.005
C2 -1.453 -0.241 0.256
N1 2.550 0.720 0.506
N2 1.308 1.000 0.844
N3 1.324 -0.390 -0.946
N4 2.550 -0.130 -0.532
N5 -2.246 -0.192 -0.677
H1 -1.462 -0.379 1.321
H2 -3.216 -0.715 -0.767

Forces on the atoms, in the same order (eV/Å):
-6.32 -2.80 -2.33
4.10 2.26 -0.30
1.99 -0.87 -0.94
-0.15 0.70 1.37
-0.75 0.92 2.19
1.52 0.86 0.10
-2.11 -1.80 -1.88
-0.52 -0.80 0.51
2.25 1.53 1.28



4.
DFT (wB97M-V/def2-TZVPD) results for C21H18Cl2F6HfN6O7S4 as an isolated structure.

The relative energy (zero: lowest compared OMol25 entry of this formula, charge and spin) is 15.7 kcal per mole. The spin multiplicity is 1. As for the net charge: +2. The LUMO energy is -6.20 eV.

Cartesian coordinates (Å):
Hf1 -0.099 0.218 -0.247
Cl1 -3.515 3.753 0.527
C1 -2.275 3.358 1.643
C2 -2.183 4.071 2.862
C3 -1.240 3.745 3.791
Cl2 -1.154 4.613 5.274
C4 -0.337 2.669 3.555
C5 0.586 2.171 4.488
C6 1.327 1.056 4.176
C7 1.173 0.465 2.923
N1 0.360 0.935 1.987
C8 -0.417 2.012 2.313
C9 -1.382 2.362 1.351
O1 -1.428 1.593 0.256
H1 -2.884 4.871 3.054
H2 0.681 2.647 5.455
H3 2.010 0.619 4.890
H4 1.709 -0.451 2.700
C10 4.006 3.755 -0.143
O2 2.659 3.407 -0.563
C11 2.228 2.195 -0.450
O3 1.064 1.922 -0.817
N2 3.010 1.213 0.043
N3 2.408 -0.057 0.056
H5 4.085 4.822 -0.313
H6 4.734 3.229 -0.760
H7 4.130 3.537 0.917
H8 3.996 1.312 0.230
H9 2.636 -0.521 0.932
H10 2.781 -0.636 -0.698
C12 -3.012 -1.179 1.617
C13 -3.094 -1.116 0.129
N4 -2.126 -0.772 -0.700
C14 -2.580 -0.698 -2.005
C15 -3.887 -1.009 -2.165
S1 -4.572 -1.406 -0.657
C16 -1.613 -0.301 -3.019
C17 -1.737 -0.393 -4.363
S2 -0.300 0.125 -5.110
C18 0.404 0.451 -3.604
N5 -0.392 0.189 -2.581
C19 1.800 0.973 -3.531
H11 -1.997 -1.039 1.975
H12 -3.370 -2.142 1.979
H13 -3.648 -0.402 2.044
H14 -4.466 -1.024 -3.073
H15 -2.575 -0.757 -4.934
H16 2.262 0.952 -4.516
H17 2.409 0.346 -2.877
H18 1.804 2.003 -3.179
F1 3.012 -2.997 -0.278
C20 2.064 -3.332 0.595
F2 2.005 -4.624 0.743
F3 2.356 -2.746 1.764
S3 0.406 -2.656 -0.009
O4 0.731 -1.856 -1.205
O5 0.023 -1.636 1.015
N6 -0.588 -3.772 -0.047
S4 -0.423 -5.058 -1.060
O6 -0.949 -6.203 -0.420
O7 0.864 -5.009 -1.678
C21 -1.651 -4.549 -2.342
F4 -1.836 -5.549 -3.176
F5 -1.194 -3.485 -3.008
F6 -2.801 -4.216 -1.758

Forces on the atoms, in the same order (eV/Å):
-0.16 -0.39 0.21
0.03 -0.03 0.02
0.03 0.17 -0.06
-0.01 -0.01 -0.06
0.04 -0.02 0.02
0.00 0.00 0.00
-0.01 0.03 0.04
0.00 0.01 0.00
0.00 0.00 -0.01
0.04 -0.06 -0.01
-0.02 -0.03 -0.05
0.01 0.05 0.10
-0.21 -0.02 -0.05
0.06 -0.09 -0.06
0.00 0.00 0.00
0.00 0.00 0.00
0.00 0.00 0.00
-0.01 0.01 -0.02
-0.04 0.00 -0.01
0.06 -0.01 -0.01
-0.03 -0.08 -0.04
0.29 0.35 0.16
-0.18 0.03 -0.05
0.16 -0.02 -0.04
0.00 0.00 0.00
0.01 0.01 0.00
0.01 0.01 0.00
0.01 0.02 -0.02
-0.03 0.03 0.01
0.01 0.01 0.01
0.02 0.02 -0.01
-0.04 0.00 0.10
-0.11 0.01 -0.13
-0.01 -0.04 -0.05
0.04 -0.04 -0.02
-0.03 -0.01 -0.01
0.04 -0.06 0.01
-0.02 0.00 0.01
0.01 0.02 -0.03
-0.01 0.02 0.05
-0.03 0.19 0.00
0.01 -0.03 -0.05
0.00 0.00 -0.02
0.01 -0.01 0.00
0.01 -0.01 0.01
0.00 0.00 0.00
0.00 -0.01 0.01
-0.01 -0.01 0.00
-0.01 0.03 0.03
0.02 0.00 0.01
-0.02 -0.03 0.00
0.01 0.02 -0.05
0.08 0.05 0.19
0.00 0.03 0.00
0.31 0.09 0.13
-0.12 -0.10 0.01
0.19 0.01 -0.04
-0.31 -0.02 0.07
-0.04 -0.02 -0.16
0.06 0.01 -0.01
-0.08 -0.07 -0.09
-0.04 -0.05 0.05
-0.03 0.03 -0.02
0.01 0.04 0.00
-0.01 -0.04 -0.06



5.
DFT (wB97M-V/def2-TZVPD) results for C19H27AuN7O4 as an isolated structure.

The spin multiplicity is 1. As for the net charge: +1. The LUMO energy is -4.02 eV.

Cartesian coordinates (Å):
Au1 0.531 0.210 0.045
O1 3.997 1.074 1.808
C1 2.852 0.904 1.492
O2 2.422 0.888 0.240
C2 1.750 0.797 2.526
C3 1.961 1.003 3.868
C4 0.846 1.117 4.696
C5 -0.420 1.118 4.133
C6 -0.570 0.931 2.766
N1 0.509 0.673 2.023
C7 -1.926 1.150 2.054
O3 -2.924 0.984 2.760
O4 -1.808 1.477 0.853
H1 2.976 1.105 4.225
H2 0.972 1.265 5.760
H3 -1.318 1.297 4.709
C8 2.554 -1.421 -3.806
N2 2.475 -0.009 -3.493
C9 3.319 0.984 -4.159
C10 3.183 2.191 -3.229
N3 1.926 1.900 -2.549
C11 1.227 2.897 -1.765
C12 1.645 0.595 -2.629
N4 0.630 0.040 -1.953
C13 -0.191 -1.067 -2.453
C14 -1.480 -0.952 -1.662
N5 -1.052 -1.016 -0.258
C15 -1.974 -1.312 0.689
N6 -3.293 -1.168 0.619
C16 -4.046 -0.281 -0.264
C17 -3.933 -1.681 1.840
C18 -2.749 -2.048 2.740
N7 -1.610 -1.901 1.838
C19 -0.316 -2.442 2.177
H4 3.574 -1.640 -4.115
H5 1.878 -1.708 -4.614
H6 2.343 -2.013 -2.921
H7 2.950 1.189 -5.168
H8 4.342 0.620 -4.224
H9 3.111 3.132 -3.770
H10 3.999 2.253 -2.505
H11 1.232 3.835 -2.319
H12 1.712 3.050 -0.801
H13 0.194 2.590 -1.612
H14 0.254 -2.046 -2.266
H15 -0.374 -0.950 -3.523
H16 -2.150 -1.785 -1.879
H17 -1.975 -0.010 -1.905
H18 -3.550 0.685 -0.314
H19 -5.025 -0.143 0.185
H20 -4.182 -0.721 -1.250
H21 -4.561 -2.540 1.599
H22 -4.532 -0.887 2.279
H23 -2.802 -3.076 3.099
H24 -2.654 -1.367 3.587
H25 -0.434 -3.473 2.512
H26 0.154 -1.871 2.982
H27 0.327 -2.433 1.301

Forces on the atoms, in the same order (eV/Å):
0.32 0.08 -0.05
-0.03 -0.04 -0.06
0.06 -0.05 0.21
-0.30 0.13 -0.10
0.08 -0.01 -0.07
-0.05 0.02 0.00
-0.03 0.00 -0.07
0.06 0.02 0.02
-0.06 -0.07 -0.01
-0.03 0.12 0.18
0.11 0.03 -0.01
-0.01 -0.02 -0.04
-0.01 0.12 0.13
0.00 -0.01 0.00
0.00 0.00 0.00
0.01 0.00 0.01
0.04 -0.01 0.05
-0.11 0.02 -0.03
0.03 0.00 0.02
0.02 0.01 -0.02
0.02 -0.07 0.06
0.00 0.00 -0.01
-0.07 0.09 -0.11
0.17 -0.33 0.09
-0.06 0.11 -0.05
0.18 -0.06 0.05
-0.61 -0.01 -0.09
0.33 -0.08 -0.11
-0.06 -0.11 -0.03
0.07 0.00 0.04
-0.02 -0.03 -0.01
-0.01 -0.07 0.01
0.00 0.21 0.11
-0.03 -0.05 -0.04
0.00 0.00 0.00
-0.01 0.01 0.01
-0.02 -0.01 0.02
-0.01 0.01 0.01
0.00 0.00 -0.02
0.01 0.00 0.01
0.00 0.00 0.00
-0.01 -0.01 -0.01
0.00 0.00 0.01
0.01 -0.01 0.01
0.01 -0.01 -0.02
0.01 0.03 -0.01
0.01 0.00 -0.01
-0.01 0.00 -0.02
-0.01 0.01 -0.03
0.00 0.03 -0.01
0.00 0.01 -0.01
-0.01 0.01 0.01
0.01 -0.01 0.00
0.02 0.00 0.00
-0.02 0.00 -0.02
0.01 0.00 0.00
0.01 0.01 -0.01
0.01 0.00 -0.01



6.
DFT (wB97M-V/def2-TZVPD) results for C8H12N2OS2 as an isolated structure in a non-equilibrium geometry.

The relative energy (zero: lowest compared OMol25 entry of this formula, charge and spin) is 115.6 kcal per mole. The spin multiplicity is 1. As for the net charge: 0. The LUMO energy is 0.13 eV.

Cartesian coordinates (Å):
C1 3.550 -2.208 0.214
C2 1.328 -0.641 -0.044
C3 1.806 1.535 -0.068
C4 2.961 2.502 0.182
C5 0.498 1.758 -0.390
C6 -0.436 0.668 -0.167
C7 -3.062 -0.503 0.017
C8 -4.612 -0.231 -0.211
H1 4.433 -3.086 0.686
H2 3.547 -1.292 1.006
H3 4.295 -2.097 -0.851
H4 2.620 3.558 0.336
H5 3.367 2.047 1.235
H6 4.093 2.139 -0.521
H7 -0.034 2.791 -0.290
H8 -3.053 -1.171 0.825
H9 -2.879 -1.061 -0.988
H10 -4.828 0.027 -1.372
H11 -5.263 0.515 0.419
H12 -4.911 -2.288 -0.169
N1 2.242 0.313 -0.181
N2 0.039 -0.574 0.246
O1 -5.247 -1.496 0.281
S1 1.744 -2.345 -0.232
S2 -2.198 1.140 0.039

Forces on the atoms, in the same order (eV/Å):
4.64 0.11 -0.39
1.26 -1.36 0.00
1.62 1.65 -1.73
2.69 -2.18 1.50
-4.00 1.71 1.75
0.98 -0.11 1.84
-1.86 1.43 -3.83
-1.77 -0.53 -0.23
-3.90 1.87 -0.89
0.63 -2.15 -2.39
-2.55 0.65 3.11
0.93 -0.83 -0.58
-0.94 1.53 -2.18
-4.06 1.71 1.78
1.40 -1.73 -0.71
0.89 -0.39 1.41
0.54 0.87 1.94
0.39 -0.81 2.68
2.03 -0.98 -1.05
0.04 0.58 -0.09
-0.28 -2.90 0.65
-2.11 3.21 -2.08
0.25 1.09 -1.03
1.87 -0.56 0.71
1.28 -1.89 -0.20



Number 1: DFT total energy -17374.101 eV. Number 2: DFT total energy -16538.472 eV. Number 3: DFT total energy -9553.184 eV. Number 4: DFT total energy -131331.232 eV. Number 5: DFT total energy -42448.749 eV. Number 6: DFT total energy -35183.331 eV.